No. 1
Molecular formula: C23H49IrN4P3S
Method: DFT, the ωB97M-V functional and the def2-TZVPD basis

Geometry as XYZ:
```
81
Properties=species:S:1:pos:R:3:forces:R:3
C 0.9911 -0.8550 2.8443 0.144 0.195 0.989
H -2.8728 2.9417 1.3083 -0.085 -0.109 -0.424
H 2.3589 -3.0052 -1.0733 0.140 0.032 0.309
C -0.6800 0.9392 3.2259 -0.299 0.568 -0.596
H -3.3029 -2.5088 0.7528 0.124 -0.096 -0.283
H -1.4928 -0.4956 6.1263 -0.123 0.164 -0.109
H -3.9882 -0.2815 -1.9101 0.092 0.228 -0.032
H 2.4570 1.1915 0.9070 0.494 -0.285 -0.612
C 2.9245 0.3957 0.2999 -0.046 0.124 0.465
C 2.4942 -2.3685 -0.1915 0.402 0.222 0.145
C 4.3891 2.4300 -3.9571 0.993 -0.011 -1.006
C -0.0117 1.9200 0.2056 -0.775 2.312 -0.384
H -1.0749 -2.3574 2.4196 -0.260 0.549 0.184
H 0.8935 0.1442 6.0481 -0.131 0.134 0.082
H 2.6870 4.5527 -2.2925 0.119 0.710 -0.408
N -1.2903 -1.5869 4.3555 1.837 2.140 -1.026
P -1.3030 -1.9996 -0.5998 -2.210 -2.205 -1.344
C -0.2064 1.4708 -1.1772 1.785 4.175 -1.354
H 1.8824 -1.5684 -2.7600 0.207 0.339 0.103
H -4.0216 0.7294 2.1506 -0.103 -0.105 -0.433
H -1.6399 -3.0209 -2.7880 0.285 0.243 0.180
H 0.0517 1.7086 2.9441 -0.236 -0.237 0.023
H -4.2857 1.4460 -1.9014 0.228 -0.079 0.113
P -2.8631 0.8471 0.0096 -1.511 0.781 0.330
H 5.1477 2.7503 -3.2375 -0.118 -0.383 -0.328
H -5.1895 0.6880 0.7844 0.316 -0.040 0.171
C 3.0425 2.6180 -3.6177 0.432 0.529 0.053
H 1.5984 1.6892 -6.5594 0.236 0.119 0.243
H -2.3691 -1.0829 2.6004 0.514 -0.211 0.163
H 3.5713 -0.1723 0.9901 -0.177 0.113 -0.435
H -0.7017 2.5877 0.7238 -0.015 -0.386 -0.203
N -0.3666 -0.3326 2.4273 0.042 -0.258 1.884
H 2.9683 -0.1546 -2.4491 -0.251 -0.346 -0.097
C -4.2130 0.3233 1.1418 -0.035 -0.231 -0.257
C 2.3781 1.8834 -5.8186 -2.134 0.331 0.758
C -2.9737 2.6491 0.2500 0.332 0.266 -0.337
Ir -0.4310 -0.0538 0.2152 -0.319 -2.502 1.911
H 0.3142 -2.9592 4.2953 -0.052 0.137 0.254
H 0.9944 2.5741 -4.3003 0.062 -0.269 -0.051
C 0.7652 0.2845 4.9776 0.929 0.494 0.661
C -1.3495 -1.3992 2.8930 -0.638 0.063 0.098
H -3.3169 -3.3408 -0.8219 0.135 0.313 0.173
H -1.2972 -4.3601 -0.1084 0.232 0.297 0.030
C -0.5620 -3.5485 0.0176 0.176 -0.293 -0.027
H 3.5272 0.8002 -0.5189 0.062 0.200 0.401
H 1.7751 -0.1821 2.4737 -0.298 -0.162 0.216
C 1.9656 -0.5812 -2.2875 -0.084 0.419 0.043
H 3.5662 -2.1565 -0.0320 -0.353 -0.429 -0.216
P 1.6940 -0.7388 -0.4771 1.922 -1.532 -0.336
H 1.4682 1.0492 4.6276 -0.103 -0.105 0.158
H -3.7534 -1.6195 -0.7246 0.312 -0.487 0.201
H -2.5721 0.0489 4.7949 0.180 -0.203 0.182
H 1.2220 0.0971 -2.7245 0.247 -0.270 0.013
H -2.7450 0.8151 -2.5249 -0.221 0.034 0.342
H 1.0046 2.1960 0.5596 -0.503 -0.364 -0.777
H 3.9945 1.4659 -7.2132 -0.172 0.053 0.357
H 5.7826 1.9250 -5.5131 -0.734 0.065 0.062
H 0.3331 -3.8149 -0.5548 -0.183 0.074 0.233
C -3.0856 -2.3879 -0.3170 0.047 -0.053 -0.051
H 1.1068 -1.8542 2.4039 0.075 0.388 0.012
H -3.9126 3.0290 -0.1647 -0.019 -0.141 0.279
H -1.8327 -1.2685 -2.8811 0.177 -0.152 0.265
H -0.3101 -3.4772 1.0873 0.032 -0.137 -0.483
C 3.7140 1.7448 -6.1916 0.237 -0.227 -0.641
H -1.6941 1.2705 2.9544 0.349 -0.150 0.015
H 0.1085 -2.0326 5.8453 0.005 -0.338 -0.276
N -0.6097 0.7407 4.6743 1.164 -3.114 -1.970
N 1.0860 -0.9926 4.3164 -1.219 0.068 -1.326
H -0.1870 -1.9426 -2.7897 -0.411 -0.177 0.090
C -3.5086 0.6864 -1.7442 -0.229 -0.105 0.294
C -1.5657 -0.3026 5.0542 -2.293 0.192 1.502
S 2.6673 3.2578 -2.0334 -0.170 -0.611 0.846
C -1.2195 -2.0636 -2.4347 0.085 -0.081 -0.095
H -4.2389 -0.7655 1.1731 -0.280 0.224 0.267
H -2.1705 3.1033 -0.3373 -0.285 0.244 0.156
C 4.7145 2.0148 -5.2434 1.821 0.441 1.680
C 2.0215 2.3220 -4.5447 -0.136 -0.369 -1.988
C 0.0742 -1.9901 4.7505 0.336 -0.118 0.381
H 0.5599 1.9059 -1.8861 -0.836 -1.244 0.674
H -1.1930 1.2618 -1.6244 0.585 0.562 0.130
H 2.1067 -2.8766 0.6976 0.155 0.075 -0.218
```
Forces are in eV/Å.

Calculated values
E = -72099.984 eV
E_LUMO (alpha / beta) = -10.38 / -15.04 eV
F_max = 4.739 eV Å⁻¹
ΔE to the lowest compared entry with this formula, charge and spin = 0.0 kJ/mol
2S+1 = 6
Gap between HOMO and LUMO (alpha / beta) = 5.68 / 4.90 eV
Expectation value of S² = 8.7875
Total charge = +4

No. 2
Molecular formula: C18H25Si
Method: DFT, the ωB97M-V functional and the def2-TZVPD basis

Geometry as XYZ:
```
44
Properties=species:S:1:pos:R:3:forces:R:3
H -4.4092 -0.2227 6.0693 0.879 -0.348 0.028
H 6.4626 1.1799 7.0703 -0.026 -0.360 0.006
C -1.0345 2.7446 10.9546 -0.275 0.955 1.775
C 0.1944 0.8185 5.9898 -0.474 0.495 -0.483
H 4.5986 2.3767 5.6938 -0.351 -0.369 0.025
C -2.0628 -1.5717 8.1127 -0.132 0.155 -0.912
C 4.5161 0.3889 6.5404 0.301 0.201 0.444
C -0.9615 -0.7875 7.7012 -0.292 -0.374 -0.228
C -3.2628 -1.5498 7.3586 0.058 0.815 0.915
H -1.3324 2.9016 12.0258 -0.181 -0.716 -0.648
C -0.9852 -0.0194 6.5228 -0.218 0.553 0.867
C 2.5471 1.6480 5.8576 0.618 0.242 0.180
C 2.2648 -0.5364 6.8337 0.317 0.229 -0.317
C -0.7664 5.3803 9.1651 -0.141 1.390 1.403
C -3.3940 -0.4892 6.4339 0.245 -0.028 -0.231
H -1.9510 2.5809 10.3616 0.294 0.867 0.130
H 1.6550 -1.4140 7.0696 0.196 0.448 0.082
C -2.2718 0.2467 6.0040 -0.282 -0.409 -0.085
H 2.3699 4.3017 10.9807 0.342 -0.502 -0.600
H -1.7081 5.0318 8.7112 0.166 -0.354 0.865
H -5.1970 -1.7356 8.2935 0.267 -0.447 -0.132
C 1.6945 0.5959 6.2381 -0.332 -0.224 0.225
H 6.3246 -0.6174 7.2478 -0.134 0.432 -0.019
H -0.4948 1.7877 10.8872 0.517 0.687 0.168
H 2.1118 2.5835 5.4543 0.281 -0.679 0.165
H -5.0283 -2.7781 6.8641 0.327 0.362 0.211
C 6.0350 0.2592 6.6488 -0.347 -0.092 0.014
H -4.2415 -3.2732 8.3458 0.052 0.568 -0.059
H 1.9971 2.7217 10.2249 -0.653 0.137 0.545
H 4.0827 -1.4999 7.4599 -0.042 0.153 0.007
H 2.2174 4.0944 9.2115 -0.649 0.631 0.193
H 6.4990 0.1115 5.6678 -0.195 0.097 0.027
C 3.6584 -0.5951 7.0298 -0.362 -0.330 -0.686
C 3.9465 1.5476 5.9993 -0.818 0.001 -0.112
C -4.4879 -2.3829 7.7426 0.029 0.033 -0.147
H -0.0797 -0.7664 8.3315 0.112 -0.256 -0.176
C 1.7816 3.7971 10.1751 0.532 1.058 1.550
H 0.0163 0.9799 4.9048 0.264 -0.534 0.394
H -0.9900 6.3540 9.6680 -0.103 -0.242 -0.770
H -2.4084 1.0645 5.2712 0.125 -0.673 0.321
H -1.9760 -2.2028 9.0097 -0.054 0.251 -0.537
H -0.1185 5.6027 8.3033 0.466 -0.204 0.746
Si -0.0001 4.3277 10.5866 -0.304 -3.800 -5.449
H 0.0064 1.8361 6.3387 -0.026 0.181 0.303
```
Forces are in eV/Å.

Calculated values
E = -26940.230 eV
E_LUMO = -7.24 eV
F_max = 6.650 eV Å⁻¹
ΔE to the lowest compared entry with this formula, charge and spin = 283.0 kJ/mol
Gap between HOMO and LUMO = 3.33 eV
Total charge = +1

No. 3
Molecular formula: C8H24F2FeO4S4
Method: DFT, the ωB97M-V functional and the def2-TZVPD basis

Geometry as XYZ:
```
43
Properties=species:S:1:pos:R:3:forces:R:3
Fe 1.5684 0.3810 -0.9747 3.118 0.207 -3.756
H 0.2435 4.5292 2.4129 0.059 0.123 -0.292
S -1.5006 1.2435 -0.1611 0.438 -1.028 -0.732
H -1.6863 1.9101 -2.4929 0.235 -0.046 0.209
H 1.6081 -4.7376 -0.9241 0.363 0.352 -0.629
H -1.2388 -2.7317 -3.1352 -0.003 0.038 0.143
H 3.4271 -2.7001 1.3875 -0.211 0.210 0.024
H -3.5791 0.8470 1.0945 -0.333 0.207 -0.798
H -0.6118 5.1745 0.0645 -0.094 -0.016 -0.237
S 1.2138 3.5688 0.4014 0.321 -0.909 -0.808
H -1.3713 -2.2425 -1.3690 0.144 -0.756 0.120
H -0.7345 3.8193 -1.1769 0.049 -0.015 0.350
H -0.0339 -1.8204 3.3871 0.159 -0.019 -0.039
H 0.9632 2.9965 2.8484 0.646 -0.039 -0.541
H -0.5408 2.9905 1.9936 -0.142 0.126 -0.149
H -2.3640 -0.1364 1.6345 0.520 -0.397 -0.394
H -3.0833 -0.5703 0.0106 -0.171 0.025 0.305
S 0.9932 -2.6130 -2.1462 -0.396 0.155 1.016
C 0.7306 -4.1172 -1.1064 -0.408 -0.303 -0.013
H -0.3266 -1.5214 1.6256 -0.001 -0.091 0.029
S 1.9526 -0.9324 2.1832 0.073 0.734 -1.505
H 1.6521 -3.0342 1.1330 0.468 0.084 -0.295
C -0.8159 -2.1677 -2.3039 0.656 0.484 0.520
H 0.5653 5.0219 -1.3030 -0.308 0.158 -0.029
H -0.0190 -4.7277 -1.6099 0.041 -0.051 -0.173
F 1.1443 0.8541 -3.0001 -0.468 -0.331 1.252
C 2.4236 -2.6709 1.8119 -1.301 0.286 0.174
F 3.6834 0.2859 -1.2355 -1.096 0.232 0.168
H -0.2869 -0.1670 2.7617 0.286 0.035 0.042
H 2.3172 -3.2742 2.7135 0.329 0.182 0.231
O 1.6821 -1.6244 -1.2375 -0.820 -2.043 -0.735
C -0.0928 4.4953 -0.6119 1.185 -0.574 0.769
H 0.3548 -3.9411 -0.0985 -0.300 0.689 -0.180
C -2.3604 1.4236 -1.7880 0.164 -0.303 0.444
C 0.1298 -1.1503 2.5432 0.801 -0.194 -0.610
H -2.5908 0.4270 -2.1647 0.080 -0.027 0.080
C 0.4141 3.5119 2.0604 -0.819 -0.421 -0.238
H -3.2874 1.9889 -1.6917 0.075 0.081 0.257
O -0.3302 0.2840 -0.4273 -3.664 0.158 0.812
C -2.7802 0.2233 0.6935 0.560 0.563 0.123
O 2.0708 -0.1804 0.8539 -0.059 -1.351 4.010
O 1.3494 2.1735 -0.2006 -0.709 3.813 1.778
H -0.8526 -1.0889 -2.4560 0.532 -0.027 -0.704
```
Forces are in eV/Å.

Calculated values
E = -100034.238 eV
E_LUMO (alpha / beta) = -0.22 / -0.22 eV
F_max = 4.886 eV Å⁻¹
ΔE to the lowest compared entry with this formula, charge and spin = 294.4 kJ/mol
2S+1 = 5
Gap between HOMO and LUMO (alpha / beta) = 6.44 / 5.31 eV
Expectation value of S² = 6.0109